Record 1
CH7NOS | wB97M-V/def2-TZVPD

XYZ file:
```
11
Properties=species:S:1:pos:R:3:nbo_charge:R:1
N -0.01824 -1.51773 -1.09052 -0.840
C -0.49211 -0.17053 -0.99808 0.077
O -0.20817 0.66467 -2.12433 -0.736
H -0.35282 -1.97073 -1.92964 0.354
H 0.99098 -1.54980 -1.06990 0.362
H -1.56030 -0.17336 -0.80536 0.150
H -0.00704 0.32470 -0.16394 0.173
H -0.83647 0.48573 -2.82997 0.460
S 1.12880 1.43387 3.16420 -0.287
H 0.61455 0.29549 3.64190 0.144
H 0.74083 2.17768 4.20563 0.143
```

## Properties
Gap between HOMO and LUMO (eV): 10.6244
Structure (SMILES): NCO.S
Energy relative to the best compared isomer or geometry (same formula, charge and spin) (kcal/mol): 0.50
Net charge: 0
Highest occupied orbital energy (Eh): -0.358

---

Record 2
CH7NOS | wB97M-V/def2-TZVPD

XYZ file:
```
11
Properties=species:S:1:pos:R:3:nbo_charge:R:1
S -1.81129 -1.99217 1.37980 -0.276
H -1.77015 -0.70725 1.02572 0.109
H -2.66903 -1.79362 2.36994 0.169
N 1.28373 0.34414 -1.54859 -0.301
C 0.72409 1.37499 -0.78057 -0.018
O 1.79313 2.35947 -0.66829 -0.539
H 1.30462 0.45292 -2.56091 0.436
H 1.21763 -0.62395 -1.20984 0.436
H -0.07303 1.93927 -1.27676 0.255
H 0.39629 1.15227 0.23024 0.232
H 2.35723 2.02800 0.05052 0.497
```

## Properties
Gap between HOMO and LUMO (alpha / beta) (eV): 8.8473 / 3.2476
Energy relative to the best compared isomer or geometry (same formula, charge and spin) (kcal/mol): 12.46
Net charge: +1
Highest occupied orbital energy (alpha / beta) (Eh): -0.472 / -0.472
2S+1: 2